[1]
Molecular formula: C6H34O13
Method: DFT, ωB97M-V/def2-TZVPD

Results
2S+1 ... 1
HOMO-LUMO gap ... 7.40 eV
Energy relative to the best compared isomer or geometry (same formula, charge and spin) ... 2.826 eV
LUMO level ... -0.3 eV

Geometry (Å):
1 H -2.426 -2.992 0.706
2 H 0.293 0.600 -4.705
3 H -0.717 0.981 2.668
4 O -0.124 -2.887 -3.604
5 H -3.194 -0.402 -0.380
6 O 3.225 -1.306 -3.275
7 H 0.069 -3.295 1.710
8 O 1.075 2.720 2.392
9 H 0.308 -0.770 -4.319
10 H -1.885 -4.177 -0.129
11 O -2.487 -3.961 0.589
12 H 2.931 -2.104 1.919
13 O 1.022 3.095 -1.435
14 H 2.539 -1.162 -3.937
15 H 0.465 3.158 2.979
16 C 0.777 1.140 -0.141
17 H -0.258 1.394 0.084
18 O -1.680 1.047 2.664
19 H -1.961 1.487 3.470
20 H 3.056 -0.868 -2.440
21 H 2.661 0.077 0.029
22 H -2.063 -1.453 2.035
23 H 0.227 -0.781 1.570
24 H -2.375 1.760 -0.359
25 C 1.981 -2.173 1.447
26 H 0.731 -3.350 -3.697
27 H -0.072 -2.689 -2.659
28 O -2.740 -1.275 -0.495
29 C 1.230 -0.912 1.211
30 O 3.925 0.764 3.132
31 C 1.609 0.061 0.359
32 H -2.802 2.897 -3.405
33 H 1.772 2.994 1.808
34 O -1.170 4.149 0.282
35 H 2.224 -2.469 0.390
36 C 1.412 1.860 -1.124
37 H 0.859 -2.970 3.267
38 H 3.077 0.478 3.463
39 H 1.565 -4.135 2.124
40 O -2.836 -2.004 2.181
41 H -3.471 -1.902 -0.536
42 H -1.586 4.867 0.774
43 H -1.042 3.468 0.961
44 H 0.264 3.363 -0.834
45 C 1.053 -3.175 2.152
46 H -1.412 3.723 -3.195
47 O 0.968 -0.114 -4.588
48 O -3.270 1.512 -0.634
49 H 2.194 1.636 -1.840
50 H -3.140 1.825 -1.533
51 O -2.073 3.136 -2.826
52 H 4.045 1.608 2.707
53 H -2.769 -2.477 3.018


[2]
Molecular formula: C37H28N3O2P2S2Zr
Method: DFT, ωB97M-V/def2-TZVPD

Results
2S+1 ... 1
HOMO-LUMO gap ... 7.91 eV
Energy relative to the best compared isomer or geometry (same formula, charge and spin) ... 0.000 eV
Net charge ... +1
LUMO level ... -3.2 eV

Geometry (Å):
1 H -2.604 -1.061 -3.378
2 Zr -0.044 -0.062 -0.088
3 H -7.641 0.628 0.121
4 C 2.227 -0.401 2.304
5 C -0.696 -2.004 -3.628
6 C -1.354 -6.234 -2.435
7 H 3.535 -0.826 3.936
8 H -3.524 -7.099 1.719
9 H -3.916 -3.765 -0.925
10 C -5.100 -1.291 1.259
11 C -0.612 2.501 -1.843
12 C -3.525 -4.192 -0.008
13 C 2.804 -0.140 3.532
14 H 0.978 0.076 -3.343
15 H -7.104 -0.958 1.935
16 C -1.026 -1.537 -6.339
17 N 0.026 1.329 -2.010
18 H 1.145 2.756 4.139
19 C 0.125 -2.169 -5.878
20 H -5.935 1.195 -1.577
21 H 0.549 1.498 -5.312
22 H 1.190 -2.899 -4.168
23 H -1.662 -4.407 -3.502
24 C -2.012 -1.142 -5.448
25 N -0.362 2.036 0.479
26 C -6.658 0.180 0.170
27 C -0.060 -4.691 -0.518
28 O -0.358 3.481 2.306
29 H -3.685 0.167 -1.455
30 C -0.915 2.925 -0.425
31 C -0.027 2.467 1.751
32 H -4.872 -1.988 2.057
33 C 1.483 1.851 3.656
34 P -2.491 -1.681 0.449
35 H -2.205 -5.714 3.285
36 C 0.962 1.533 2.418
37 C 2.419 1.000 4.220
38 C -6.356 -0.714 1.192
39 C -5.703 0.497 -0.783
40 H 2.848 1.226 5.187
41 H 0.454 -4.094 0.226
42 C -2.569 -5.292 2.358
43 C -2.295 -3.963 2.053
44 H 2.482 -1.287 1.737
45 H -1.719 -3.355 2.738
46 C 0.292 -2.407 -4.524
47 S 1.426 -1.706 -1.328
48 C -4.140 -0.974 0.300
49 H 0.236 -6.524 0.541
50 H -4.365 -6.121 -0.391
51 C -1.245 -4.862 -2.612
52 C -3.309 -6.066 1.479
53 H -1.151 -1.356 -7.398
54 H 0.889 -2.479 -6.578
55 C -0.179 -6.058 -0.342
56 H -0.731 3.630 -5.011
57 C -2.771 -3.413 0.871
58 H -0.904 -7.901 -1.166
59 C -0.822 -6.831 -1.302
60 C -0.597 -4.088 -1.653
61 C -1.556 -1.350 -0.937
62 C -0.515 2.987 -4.168
63 C -4.442 -0.079 -0.719
64 N 1.326 0.422 1.754
65 H -1.441 4.265 -2.675
66 H -1.850 -6.835 -3.185
67 C -0.919 3.344 -2.891
68 C -1.846 -1.373 -4.087
69 H -2.909 -0.653 -5.806
70 P -0.514 -2.300 -1.863
71 C 0.189 1.807 -4.341
72 C -3.784 -5.516 0.293
73 C 0.434 1.003 -3.245
74 O -1.520 3.942 -0.212
75 S -1.487 -0.763 1.964


[3]
Molecular formula: C49H42IO9P2
Method: DFT, ωB97M-V/def2-TZVPD

Results
2S+1 ... 1
HOMO-LUMO gap ... 5.53 eV
Net charge ... -1
LUMO level ... 0.6 eV

Geometry (Å):
1 H -0.557 3.525 -4.624
2 H -1.340 2.289 2.710
3 H 3.146 -0.963 0.761
4 C -5.020 -4.184 -4.166
5 C 0.047 2.805 -7.116
6 C 1.867 1.895 1.707
7 C -1.171 1.951 9.136
8 H 4.502 0.895 -0.108
9 O 2.493 -0.546 -7.239
10 H -0.492 3.732 -9.556
11 H -6.340 -4.431 -2.505
12 H 1.849 -0.252 2.227
13 H 0.765 -3.567 -3.108
14 H 1.884 0.951 -11.789
15 H -2.688 -1.736 13.505
16 C 0.173 2.880 -9.598
17 C -2.010 1.509 10.280
18 C 5.853 1.307 1.545
19 H -8.159 -4.506 -6.385
20 H -2.283 3.756 8.883
21 C -1.359 -3.779 -3.144
22 H 2.327 -0.487 -4.755
23 C -6.038 -4.230 -6.350
24 H -0.143 2.799 4.309
25 C -2.374 -3.859 -5.331
26 H 2.537 -0.171 -9.678
27 H -0.884 4.556 7.001
28 C 1.397 1.152 -8.449
29 O -0.696 3.764 -7.099
30 C 1.699 0.392 -4.716
31 C -0.629 -0.587 10.452
32 C 1.274 0.903 -3.501
33 H 1.988 3.469 0.305
34 C -6.266 -4.377 -3.583
35 O 0.812 2.687 2.164
36 H 0.984 -3.556 -5.577
37 C -2.114 -1.414 12.646
38 C 5.006 1.746 0.356
39 H 1.555 0.427 -2.567
40 C 2.527 2.537 0.480
41 C 1.506 1.313 -10.842
42 H -8.360 -4.650 -3.924
43 H 5.708 2.118 -0.396
44 C 1.275 0.458 1.594
45 C -0.664 3.611 7.478
46 H 4.955 1.357 3.547
47 H 4.164 3.287 1.652
48 C 4.008 2.882 0.649
49 H -1.447 -3.771 -2.066
50 P 1.264 -0.281 -0.089
51 H 2.630 1.877 2.499
52 C -0.113 -3.660 -3.734
53 H 0.355 2.894 -11.729
54 C -1.449 3.168 8.527
55 C -3.822 -4.045 -3.283
56 H -0.940 0.886 4.179
57 H 1.501 1.016 7.271
58 C 0.406 2.846 7.030
59 O -2.940 2.175 10.686
60 C -0.104 1.171 8.674
61 C 0.493 2.138 -5.864
62 C -2.493 -3.887 -3.938
63 H -1.040 -3.727 -6.994
64 O -3.482 -3.871 -7.417
65 C -4.905 -4.118 -5.554
66 H 6.589 0.578 1.201
67 O -3.936 -4.071 -2.078
68 C -1.085 -2.213 12.158
69 C -7.390 -4.497 -4.380
70 C 0.649 2.408 -10.808
71 H 6.382 2.191 1.907
72 H -0.861 -3.159 12.634
73 H -3.206 0.421 12.400
74 H 1.014 3.195 6.208
75 C -3.574 -3.941 -6.209
76 C 0.681 1.625 7.622
77 H 0.459 -2.409 10.674
78 C 0.008 -3.648 -5.119
79 C -0.344 -1.800 11.064
80 C 1.315 1.005 -5.901
81 O 1.098 -0.854 8.874
82 C 1.797 0.447 -7.193
83 C 1.876 0.684 -9.666
84 C -1.120 -3.744 -5.916
85 C 5.055 0.678 2.701
86 C 0.466 2.033 -3.464
87 H 5.546 -0.222 3.070
88 H 2.422 1.935 -0.428
89 C 0.550 2.259 -8.414
90 H 0.139 2.425 -2.509
91 C -7.277 -4.418 -5.764
92 I -0.073 -2.335 0.168
93 C 0.202 -0.149 9.287
94 O -0.035 0.479 2.053
95 P -0.157 1.742 3.310
96 C 0.075 2.649 -4.641
97 H 4.049 0.385 2.390
98 H -5.935 -4.170 -7.424
99 C -1.668 0.208 10.933
100 O 2.791 -0.876 -0.130
101 C -2.406 -0.208 12.034
102 H 4.219 3.696 -0.047
103 H 1.056 1.202 3.925


[4]
Molecular formula: C11H18OP
Method: DFT, ωB97M-V/def2-TZVPD

Results
2S+1 ... 1
HOMO-LUMO gap ... 9.22 eV
Energy relative to the best compared isomer or geometry (same formula, charge and spin) ... 2.501 eV
Net charge ... +1
LUMO level ... -3.8 eV

Geometry (Å):
1 H 1.300 -0.044 2.118
2 H -3.928 2.038 0.166
3 H -0.346 -1.629 1.535
4 H -0.965 -3.471 -0.800
5 C -0.306 -3.144 -0.004
6 H 0.482 2.313 0.039
7 P -0.251 -0.652 -0.715
8 H -3.691 -1.053 -0.495
9 C 1.947 -0.057 1.175
10 C 4.066 0.750 0.222
11 H -2.129 0.952 -0.007
12 H 0.791 -3.102 -0.228
13 C -0.823 -1.874 0.565
14 O -1.094 0.934 0.161
15 C 2.181 0.347 -1.241
16 H -3.774 0.390 1.205
17 H 5.016 1.021 0.375
18 C -3.790 0.928 0.269
19 H 3.602 0.508 2.262
20 H 3.887 1.175 -1.915
21 H -4.032 0.300 -1.817
22 H 1.730 0.431 -2.242
23 C 1.434 -0.139 -0.172
24 C -3.843 0.043 -0.737
25 C 3.235 0.413 1.288
26 C -0.495 2.180 -0.260
27 H -1.067 3.066 0.195
28 C 3.479 0.795 -1.038
29 H -1.883 -1.737 0.770
30 H -0.135 -3.834 0.758
31 H -0.598 2.152 -1.430


[5]
Molecular formula: CH11N3O3
Method: DFT, ωB97M-V/def2-TZVPD

Results
2S+1 ... 1
HOMO-LUMO gap ... 8.88 eV
Energy relative to the best compared isomer or geometry (same formula, charge and spin) ... 2.058 eV
SMILES ... N=C(N)N.O.O.O
LUMO level ... 0.5 eV

Geometry (Å):
1 H 0.483 -2.293 -1.457
2 N -0.703 1.263 1.663
3 H 0.040 1.793 1.535
4 N -0.589 0.893 -0.797
5 H 3.284 5.027 0.323
6 O 0.289 -4.063 0.608
7 H 0.447 -3.924 1.584
8 H -0.665 0.294 -1.573
9 H -2.010 -1.146 -0.144
10 N -1.693 -0.543 0.674
11 H -0.378 1.883 -0.896
12 O 3.180 4.461 -0.463
13 C -1.009 0.558 0.485
14 H -1.130 0.920 2.506
15 H 3.930 3.740 -0.407
16 H -0.123 -3.254 0.313
17 O -0.510 -2.250 -1.778
18 H -0.599 -2.861 -2.414


[6]
Molecular formula: C4H2ClF3
Method: DFT, ωB97M-V/def2-TZVPD

Results
2S+1 ... 1
HOMO-LUMO gap (spin up / spin down) ... 7.45 / 7.45 eV
Energy relative to the best compared isomer or geometry (same formula, charge and spin) ... 5.496 eV
LUMO level (spin up / spin down) ... -1.3 / -1.3 eV

Geometry (Å):
1 H -0.728 1.364 -0.457
2 C -1.263 -0.596 -0.516
3 H -0.902 0.983 1.098
4 F 1.120 -0.102 1.724
5 C 0.958 0.071 0.355
6 F 1.317 -1.265 -1.578
7 C -0.525 0.525 0.193
8 C 0.988 -1.281 -0.280
9 Cl -2.863 -0.641 -0.441
10 F 1.899 0.941 -0.098